105
Properties=species:S:1:pos:R:3:forces:R:3 method="wB97M-V/def2-TZVPD" total_charge=+2 homo_lumo_gap_ev=7.2 mol_weight_g_mol=893.64 lumo_ev=-5.8 de_lowest_kj_mol=44.8
Sn -1.2585 0.4536 -1.3433 -0.274 1.257 -0.151
C 2.5321 -1.5424 2.5752 -0.050 -0.013 -0.189
C 1.4709 -0.5299 2.1649 0.120 0.071 0.343
C 0.3688 -0.4711 3.2172 0.042 -0.096 -0.208
C 2.0858 0.8427 1.9474 -0.022 -0.118 -0.115
O 0.8637 -0.8959 0.8929 0.210 0.162 0.039
Si 0.4862 -2.4006 0.4119 -0.535 0.377 -0.626
S -0.8740 -1.9082 -1.3005 0.000 0.634 -0.051
O -0.4336 -3.1069 1.5153 0.022 -0.228 0.307
C -0.7537 -4.5033 1.7958 0.059 -0.177 0.036
C -1.1716 -5.1875 0.4997 0.108 0.199 0.056
C 0.4737 -5.1675 2.4090 -0.111 0.131 -0.066
C -1.9015 -4.4804 2.7923 0.040 0.009 -0.077
O 1.6086 -3.3872 -0.1249 0.060 -0.056 0.192
C 2.7795 -3.5785 -0.9462 0.205 -0.099 -0.190
C 3.6532 -2.3263 -0.9251 -0.130 -0.081 0.064
C 2.3050 -3.9161 -2.3538 -0.091 0.029 0.144
C 3.5375 -4.7568 -0.3496 -0.102 0.082 -0.047
H 2.9479 -1.2666 3.5436 -0.001 -0.023 0.021
H 3.3441 -1.5743 1.8495 0.005 0.021 0.017
H 2.1009 -2.5433 2.6604 0.028 0.002 0.067
H 0.7512 -0.0252 4.1356 -0.004 -0.010 0.025
H -0.0013 -1.4729 3.4355 0.022 -0.011 0.048
H -0.4580 0.1328 2.8408 0.319 -0.316 0.112
H 2.6010 1.1830 2.8455 -0.023 0.009 0.008
H 1.3078 1.5620 1.6880 0.048 0.076 -0.052
H 2.8048 0.8029 1.1272 0.009 0.029 0.015
H -0.3183 -5.2688 -0.1762 -0.023 -0.065 -0.025
H -1.9541 -4.6087 0.0045 -0.062 -0.055 0.013
H -1.5535 -6.1857 0.7079 0.016 -0.025 -0.039
H 1.3230 -5.0782 1.7339 0.044 -0.062 0.003
H 0.2775 -6.2244 2.5877 0.004 -0.004 0.014
H 0.7230 -4.6974 3.3616 0.013 -0.012 0.008
H -2.7942 -4.0350 2.3508 -0.005 -0.061 0.029
H -1.6258 -3.9194 3.6858 0.015 0.016 0.008
H -2.1376 -5.5015 3.0906 -0.050 0.017 0.021
H 3.0369 -1.4281 -0.9659 0.003 0.065 -0.072
H 4.3317 -2.3323 -1.7776 0.030 0.012 0.016
H 4.2524 -2.2894 -0.0160 0.000 0.047 -0.002
H 1.7021 -3.1054 -2.7656 0.046 -0.021 -0.015
H 1.6932 -4.8182 -2.3308 -0.015 0.007 -0.030
H 3.1595 -4.0963 -3.0047 -0.005 0.011 -0.026
H 3.8087 -4.5518 0.6863 0.016 0.003 0.001
H 4.4493 -4.9258 -0.9227 0.021 -0.038 0.030
H 2.9313 -5.6618 -0.3850 0.008 -0.012 0.001
C -2.9049 -1.3459 1.7543 -0.028 -0.098 -0.009
N -2.9889 -0.1320 0.9479 -0.211 0.018 0.120
C -4.1632 -0.0859 0.0741 -0.067 0.003 -0.083
C -2.3965 1.0372 1.3580 0.293 -0.112 0.300
N -1.7810 1.7246 0.3930 0.301 -0.859 -0.991
C -1.5415 3.1174 0.4466 -0.449 0.543 0.187
C -2.5105 3.9569 0.9570 0.107 -0.387 -0.120
C -2.2138 5.2830 1.3091 0.143 0.195 0.002
C -0.9273 5.7354 1.2171 -0.173 -0.037 0.084
C 0.0710 4.9344 0.6133 -0.046 -0.166 -0.038
C 1.4129 5.3781 0.5382 0.139 -0.067 -0.109
C 2.3617 4.6140 -0.0835 -0.064 0.246 0.152
C 1.9710 3.4677 -0.7911 -0.232 -0.294 -0.145
C 0.6634 3.0340 -0.7830 0.606 0.279 0.181
N 0.2469 2.0401 -1.6956 -0.448 -1.097 0.286
C 0.5968 2.0317 -2.9780 -0.184 0.242 -0.185
N 0.8669 3.1123 -3.7131 0.013 -0.185 0.094
C 0.4194 4.4573 -3.3768 -0.058 0.132 0.142
C 1.7638 3.0426 -4.8646 0.090 -0.028 -0.114
N 0.4939 0.7882 -3.5863 0.069 -0.001 -0.077
C 1.5038 -0.2198 -3.2574 0.102 -0.095 0.093
C -0.0084 0.6828 -4.9578 -0.093 -0.066 -0.080
C -0.2775 3.6618 0.0791 0.057 0.121 0.094
N -2.3324 1.3231 2.6598 -0.268 0.193 -0.161
C -3.3999 0.9318 3.5771 -0.089 -0.061 0.129
C -1.3247 2.1835 3.2650 -0.014 0.371 -0.014
H -2.8171 -2.1843 1.0612 0.031 0.087 0.042
H -3.7873 -1.5125 2.3771 -0.046 0.100 -0.017
H -2.0106 -1.3308 2.3733 -0.124 -0.012 -0.089
H -5.0826 -0.2120 0.6539 0.033 0.030 0.034
H -4.1173 -0.8943 -0.6571 0.029 0.018 0.029
H -4.2130 0.8687 -0.4471 -0.002 -0.010 0.007
H -3.5037 3.5631 1.1413 0.011 -0.023 0.066
H -2.9962 5.9176 1.7027 0.020 -0.009 0.034
H -0.6560 6.7158 1.5865 -0.006 0.008 -0.018
H 1.6742 6.3240 0.9945 0.004 -0.006 0.009
H 3.3993 4.9193 -0.0825 -0.012 0.012 -0.051
H 2.6989 2.9324 -1.3903 -0.006 0.016 -0.037
H -0.4546 4.4218 -2.7319 -0.019 -0.040 0.020
H 0.1517 4.9651 -4.3033 -0.017 -0.061 -0.012
H 1.2019 5.0337 -2.8823 0.033 -0.039 0.031
H 2.2853 2.0904 -4.8890 -0.014 0.002 -0.002
H 2.5101 3.8319 -4.7693 -0.017 -0.005 0.036
H 1.2258 3.1896 -5.8016 -0.026 0.004 0.025
H 1.7936 -0.1233 -2.2127 -0.006 -0.021 0.014
H 2.3935 -0.1154 -3.8876 -0.040 0.051 -0.009
H 1.0789 -1.2088 -3.4137 0.004 0.042 0.024
H -0.6189 1.5492 -5.2033 0.011 -0.008 -0.018
H -0.6331 -0.2096 -5.0197 0.003 0.015 0.011
H 0.7864 0.5850 -5.7000 0.048 0.045 0.059
H -4.2689 0.5701 3.0358 0.030 0.018 -0.018
H -3.6952 1.8090 4.1540 -0.003 0.008 -0.045
H -3.0607 0.1657 4.2760 0.037 -0.019 -0.038
H -0.4360 2.2413 2.6426 -0.073 0.024 0.013
H -1.0529 1.7522 4.2284 -0.010 0.022 -0.049
H -1.7095 3.1905 3.4291 -0.061 0.012 -0.036
I -4.0286 -0.0786 -3.6242 -0.004 0.020 -0.193
C -2.7174 1.3568 -2.7884 0.772 -0.831 0.827
H -3.2801 2.1053 -2.2393 -0.031 0.035 -0.035
H -2.1362 1.8091 -3.5845 -0.054 0.048 -0.005